No. 1
One molecule with the formula C6H12O. Source: OMol25; level of theory: ωB97M-V/def2-TZVPD.

## Properties
Total charge ... 0
E ... -8463.97537 eV
Structure (SMILES) ... C[C@H]1CO[C@@H](C)C1
Orbital gap ... 10.6 eV
HOMO level ... -0.347 Eh
E_LUMO ... 0.0411 hartree
Relative energy (zero: lowest compared OMol25 entry of this formula, charge and spin) ... 36.5 kJ/mol

Element x y z (Å)
1 C -2.373989 0.464714 0.212648
2 C -1.061620 -0.282512 0.402028
3 C -0.612079 -1.037617 -0.842687
4 O 0.780396 -1.274256 -0.655598
5 C 1.329970 -0.348421 0.263909
6 C 2.502637 0.378111 -0.400902
7 C 0.158936 0.552787 0.720896
8 H -3.226638 -0.219373 0.088219
9 H -2.333936 1.101897 -0.682344
10 H -2.578027 1.098117 1.082503
11 H -1.175462 -1.038517 1.190554
12 H -1.147391 -1.989185 -0.952463
13 H -0.782962 -0.451263 -1.762652
14 H 1.720562 -0.918103 1.122574
15 H 3.184828 -0.370773 -0.822583
16 H 3.079401 1.005788 0.297507
17 H 2.144281 1.017070 -1.218001
18 H 0.163987 1.502742 0.166006
19 H 0.227110 0.808799 1.790391

Cartesian forces (eV/Å) of the 3 atoms listed first:
C -0.097 0.098 0.036
C -0.439 -0.420 -0.176
C 0.006 0.026 -0.023

Löwdin atomic charge list, values in e, 6 entries: -0.069 -0.374 -0.171 -0.108 -0.390 -0.046

***

No. 2
A 3-piece molecular cluster, C17H45ClN6O5P2 overall at a distorted geometry. Source: OMol25; level of theory: ωB97M-V/def2-TZVPD.

## Properties
Total charge ... 0
E ... -68633.01673 eV
Structure (SMILES) ... CN(C)P(=O)(N(C)C)N(C)C.CN(C)P(=O)(N(C)C)N(C)C.COC(=O)OCCCCl
Orbital gap ... 8.1 eV
HOMO level ... -0.299 Eh
E_LUMO ... -0.0014 hartree
Relative energy (zero: lowest compared OMol25 entry of this formula, charge and spin) ... 152.8 kJ/mol

Element x y z (Å)
1 C 2.335962 0.291850 2.838121
2 N 1.975810 -1.077006 2.526259
3 C 0.721719 -1.107299 1.779537
4 P 3.119843 -2.247048 1.957314
5 O 3.220339 -1.747454 0.525116
6 N 4.762798 -1.951266 2.381378
7 C 5.221984 -0.902760 3.260314
8 C 5.744655 -2.203224 1.330358
9 N 2.962244 -3.122669 3.448755
10 C 1.945177 -2.942671 4.473782
11 C 3.807797 -4.290790 3.668479
12 H 1.446797 0.863945 3.114234
13 H 2.826441 0.803332 2.000137
14 H 2.972609 0.344379 3.721472
15 H 0.382011 -2.140498 1.648365
16 H 0.820040 -0.654156 0.785889
17 H -0.066764 -0.584728 2.326481
18 H 5.129128 0.089879 2.802870
19 H 6.275406 -1.048501 3.515463
20 H 4.687909 -0.921718 4.213483
21 H 5.841911 -1.352258 0.644595
22 H 5.466868 -3.078912 0.744285
23 H 6.724817 -2.414615 1.766453
24 H 2.129716 -2.030508 5.044236
25 H 1.948534 -3.772005 5.185781
26 H 0.940248 -2.905831 4.055437
27 H 4.532049 -4.096079 4.464147
28 H 4.359088 -4.558320 2.768256
29 H 3.217572 -5.171597 3.938463
30 C -3.910754 2.964971 1.709875
31 N -3.960744 3.393645 0.326768
32 C -3.137612 4.584865 0.139621
33 P -3.852129 2.291949 -1.004085
34 O -2.351014 2.044999 -0.939761
35 N -4.328402 0.668271 -0.684899
36 C -4.920691 0.196522 0.543580
37 C -3.482593 -0.361226 -1.275648
38 N -5.506007 2.624563 -1.411483
39 C -6.340823 3.701358 -0.900155
40 C -6.120794 1.883794 -2.508078
41 H -3.931075 3.830913 2.375983
42 H -3.013483 2.376075 1.939927
43 H -4.800532 2.396818 1.982811
44 H -3.269319 4.982964 -0.872031
45 H -2.071049 4.378697 0.286109
46 H -3.440491 5.375807 0.829921
47 H -4.199308 0.180169 1.370229
48 H -5.301688 -0.821143 0.421190
49 H -5.788557 0.799031 0.822671
50 H -2.598813 -0.566939 -0.657047
51 H -3.140802 -0.055820 -2.264411
52 H -4.039582 -1.292169 -1.410909
53 H -6.648940 3.495943 0.126657
54 H -7.252709 3.811465 -1.492353
55 H -5.837034 4.666211 -0.936334
56 H -6.894523 1.210386 -2.129710
57 H -5.386636 1.286115 -3.046120
58 H -6.569239 2.554489 -3.246768
59 C 0.018071 -0.607269 -2.957544
60 O 0.409471 -0.453649 -4.332974
61 C 0.751964 -1.636994 -4.927725
62 O -0.055172 -2.233044 -5.516331
63 O 2.006251 -2.113071 -4.890306
64 C 2.896202 -1.387998 -4.021413
65 C 3.343214 -0.015891 -4.612966
66 C 3.481007 1.009725 -3.483221
67 Cl 4.488117 0.388732 -2.117608
68 H -0.576801 -1.513819 -2.779820
69 H -0.585165 0.275414 -2.705108
70 H 0.874556 -0.570783 -2.266114
71 H 3.813477 -1.988015 -3.969349
72 H 2.541595 -1.305284 -2.990307
73 H 4.247471 -0.108351 -5.225715
74 H 2.557151 0.360740 -5.285565
75 H 3.956194 1.943781 -3.801854
76 H 2.475025 1.281580 -3.141087

Cartesian forces (eV/Å) of the 3 atoms listed first:
C 0.449 0.037 0.126
N -0.997 -0.078 0.552
C 0.114 -0.303 -0.207

Löwdin atomic charge list, values in e, 6 entries: -0.129 -0.349 -0.151 0.725 -0.323 -0.336